Record 1
The following is a DFT calculation (ωB97M-V with the def2-TZVPD basis set) of a molecular structure, C19H43Br16N3P at a distorted geometry.

The geometry in XYZ format:
```
82
Properties=species:S:1:pos:R:3:mulliken_charge:R:1
C 2.455 -1.025 3.463 -0.5529
H -1.514 0.110 -1.054 0.4055
H 6.408 0.399 5.574 0.3175
C -7.000 -4.436 2.460 -0.0580
H 0.075 4.637 -2.419 -0.0045
Br -4.730 -0.086 -0.509 -0.1039
C -3.228 8.865 -3.982 -0.5675
H 1.410 -1.028 3.755 0.3414
Br -1.816 8.392 -5.230 -0.1279
Br -6.088 -8.372 2.912 -0.1483
C 0.288 1.039 -0.257 -0.1978
N 5.391 0.077 -2.103 -0.8564
C -6.944 -3.973 1.031 -0.7249
H 0.744 2.027 -0.237 0.3031
H -8.505 -8.638 5.872 0.3421
H 5.333 -2.044 -6.775 0.2825
Br -5.834 -3.386 3.612 -0.1262
C 0.976 5.235 -2.303 -0.2715
H 6.898 -1.285 5.314 0.3874
H -8.457 -9.449 4.296 0.3708
Br -7.940 -2.325 0.760 -0.1469
C -8.212 -8.538 4.830 -0.5453
H 4.098 1.158 -3.956 -0.0692
Br 2.423 7.603 -3.073 -0.1745
C 3.486 -1.854 -3.831 -0.9304
H 2.698 -2.608 -3.904 0.3586
H 8.521 0.162 6.728 0.3623
C -4.869 -0.194 1.428 -0.0814
Br -2.227 -1.155 1.982 -0.1324
H -7.415 -4.704 0.380 0.3976
C 5.265 -1.955 -5.684 -0.7501
H 1.338 5.774 -4.365 0.4122
H 0.302 0.617 0.751 0.0242
H -6.153 -8.852 5.332 0.3518
H -3.239 9.952 -3.958 0.3396
C 1.076 6.235 -3.420 -0.1783
H 6.373 -0.227 -5.756 0.1671
Br -9.347 -7.138 4.102 -0.1294
H -5.152 -1.213 1.666 -0.2407
C 7.159 -0.249 5.127 -0.6194
P 3.980 0.458 -2.722 0.7271
H -1.945 8.454 -2.285 0.3674
Br 1.495 -0.121 -1.372 0.0667
H -3.760 0.373 3.170 0.4076
H 3.883 0.304 2.511 0.1658
H 5.419 -0.929 -1.986 0.2321
Br 2.048 1.802 3.276 -0.1398
Br -1.215 2.185 -2.401 -0.2067
H 4.353 -2.328 -3.351 0.2973
Br 9.851 -1.251 5.205 -0.1541
C 3.855 -1.503 -5.294 -0.3802
H 2.695 -1.957 2.957 0.4049
H -6.636 -5.458 2.541 -0.0866
C -3.592 0.224 2.106 -0.5738
N 2.913 -0.794 -3.011 -0.4609
H -4.157 8.500 -4.407 0.3695
H 3.157 -1.975 -5.988 0.3495
H -3.166 1.125 1.676 0.3431
H -1.782 1.555 -0.063 0.0662
C 8.527 0.107 5.642 -0.5702
H 5.458 -2.935 -5.250 0.4212
C -6.754 -8.177 4.728 -0.6022
H -6.558 -7.152 5.024 0.3571
H 0.141 6.780 -3.528 -0.0922
H -3.643 8.775 -1.884 0.3626
H -5.681 0.477 1.697 0.3675
H 3.824 -0.430 -5.473 0.2422
H 8.893 1.042 5.232 0.3741
C -2.972 8.314 -2.605 -0.6380
Br 3.495 -1.048 5.112 -0.1900
N 6.238 -1.016 -5.147 -0.3836
C 2.813 0.144 2.592 0.1261
H 2.398 0.009 1.596 -0.1573
H -5.930 -3.783 0.691 0.4212
C -1.112 1.080 -0.779 -0.5296
H 0.976 5.703 -1.323 0.3769
H 7.118 -1.438 -4.911 0.1623
Br 7.005 0.032 3.215 -0.1102
Br 2.432 3.952 -2.315 -0.0709
H -7.995 -4.372 2.884 0.3341
H 3.388 1.359 -1.857 -0.3116
Br -3.337 6.408 -2.505 -0.1109
```

Calculated values
- Total charge: -1
- Energy: -42439.5640 hartree
- E_HOMO: -3.587 eV
- Max |F|: 2.67 eV/A



Record 2
The following is a DFT calculation (ωB97M-V with the def2-TZVPD basis set) of a molecular structure, C10H15NO7PbS2Si.

The geometry in XYZ format:
```
37
Properties=species:S:1:pos:R:3:mulliken_charge:R:1
C 2.014 -3.970 -0.501 -0.6048
H 3.856 -1.472 0.825 0.5270
O -0.066 -1.044 5.107 -0.0925
C 3.130 -3.222 -0.192 -0.5409
H -2.005 -0.017 -1.684 0.1794
O 3.073 0.368 2.025 -0.6820
H -3.316 1.058 -2.173 0.2816
H -1.949 0.792 -3.254 0.3120
S -1.103 -2.086 1.221 1.2281
C -2.233 0.911 -2.206 -0.8661
O -1.034 -1.832 2.651 -0.6178
H -2.980 4.054 -2.275 0.2944
H -1.395 4.789 -2.022 0.2872
H 0.876 1.349 -1.053 0.0910
N 0.131 -0.260 4.362 0.5503
O -1.873 -3.215 0.798 -0.7062
H -2.701 3.081 0.500 0.4538
C 0.759 -3.569 -0.057 -0.4172
H -1.695 3.806 -3.457 0.2777
C 1.741 -1.664 1.010 0.1254
H 2.108 -4.874 -1.089 0.3934
O 0.701 0.680 1.588 -0.4144
H -0.975 3.270 0.791 0.3389
C 0.593 -2.419 0.694 -0.0381
C -1.728 2.597 0.353 -1.1562
H 4.111 -3.526 -0.532 0.4058
C 2.992 -2.068 0.569 -0.5796
C -1.905 3.896 -2.389 -1.0313
H 1.014 3.085 -1.337 0.2892
H 0.762 1.984 -2.697 0.3477
H -0.120 -4.152 -0.292 0.5695
Si -1.349 2.372 -1.460 0.3553
C 0.497 2.176 -1.655 -0.8151
S 1.770 -0.208 2.022 1.2038
Pb -1.678 1.003 1.929 1.0582
O -1.480 -0.830 0.491 -0.5922
O 1.457 -0.841 3.389 -0.4154
```

Calculated values
- Energy: -2250.1402 hartree
- E_HOMO: -8.480 eV
- Max |F|: 0.62 eV/A
- Energy relative to the best compared isomer or geometry (same formula, charge and spin): 0.0 kJ/mol



Record 3
The following is a DFT calculation (ωB97M-V with the def2-TZVPD basis set) of a single C7H14 molecule.

The geometry in XYZ format:
```
21
Properties=species:S:1:pos:R:3:mulliken_charge:R:1
H -2.298 -1.977 -0.067 0.3506
C 2.626 -0.384 0.134 -0.7087
H 2.640 -1.368 -0.331 0.2326
H 1.349 0.723 1.558 0.4463
C -1.256 1.337 -0.113 -1.4435
C -1.287 -0.099 0.418 0.7768
H -2.235 1.809 0.032 0.4445
H 3.533 -0.135 0.676 0.2688
H -1.721 -0.059 1.427 0.2251
C 1.307 0.112 0.657 -0.0545
H -1.769 -1.035 -1.469 0.3816
H -3.200 -0.527 -0.557 0.4103
C -2.198 -0.959 -0.461 -1.5779
H 0.252 -1.407 -0.369 0.3026
H -0.508 1.950 0.398 0.3385
H 2.307 1.725 -0.530 0.2635
C 1.900 0.719 -0.582 -0.5390
C 0.097 -0.786 0.525 -0.9512
H 1.422 0.483 -1.531 0.2360
H 0.074 -1.488 1.370 0.3134
H -1.032 1.365 -1.187 0.2842
```

Calculated values
- SMILES: CC(C)CC1CC1
- Energy: -275.0824 hartree
- E_HOMO: -10.082 eV
- Max |F|: 0.21 eV/A
- Energy relative to the best compared isomer or geometry (same formula, charge and spin): 88.9 kJ/mol



Record 4
The following is a DFT calculation (ωB97M-V with the def2-TZVPD basis set) of a molecular structure, C8H17NO at a distorted geometry.

The geometry in XYZ format:
```
27
Properties=species:S:1:pos:R:3:mulliken_charge:R:1
H -3.428 0.298 1.228 0.4175
H -2.205 0.906 -1.591 0.2580
C 3.066 -1.506 -0.906 -0.5356
H 0.768 1.478 2.227 0.4379
C -1.925 1.607 -0.802 -1.3505
H 2.051 0.330 1.888 0.5403
H 0.229 -1.937 -1.903 0.3945
C -1.508 0.911 0.466 0.3619
H 3.971 -2.117 -0.871 0.2991
H 2.153 -2.239 0.871 0.3885
N 0.273 -0.842 -0.132 -0.0974
C 2.092 -1.613 -0.017 -0.3722
H 0.188 -0.189 -2.177 0.3103
C -0.155 -0.990 -1.519 -0.9961
H -2.647 -0.914 0.223 0.2320
H -1.241 -1.081 -1.554 0.2718
H -1.296 1.650 1.240 0.3252
H 2.010 1.444 -0.167 0.3866
C 0.969 0.480 1.826 -1.7756
H 0.478 -0.280 2.432 0.3179
H -2.073 -0.629 1.876 0.3064
C 0.515 0.377 0.387 0.6790
H -2.799 2.251 -0.619 0.4410
H 3.004 -0.809 -1.739 0.2505
H -1.138 2.260 -1.185 0.2946
C -2.452 -0.144 0.974 -1.2655
O 1.098 1.298 -0.453 -0.5200
```

Calculated values
- Energy: -444.8376 hartree
- E_HOMO: -7.549 eV
- Max |F|: 5.79 eV/A
- Energy relative to the best compared isomer or geometry (same formula, charge and spin): 552.1 kJ/mol